No. 1
Molecular formula: C31H31CoN5O6PS2
Method: DFT, the ωB97M-V functional and the def2-TZVPD basis

## Properties
Max |F| (hartree/bohr): 0.0199
Molecular weight (Da): 723.66
Spin multiplicity: 2
Energy above the lowest of the compared OMol25 structures with the same formula, charge and spin (kcal/mol): 60.25
<S²>: 0.777
E_HOMO (spin up / spin down) (Ha): -0.118 / -0.118
Charge: -1
Orbital gap (spin up / spin down) (Eh): 0.19073 / 0.19110

The geometry in XYZ format:
```
77
Properties=species:S:1:pos:R:3:forces:R:3
Co -0.23488 -0.06644 -0.39489 -0.4 -0.6 -0.7
C -1.46115 3.60528 1.35904 0.0 0.0 -0.2
C -0.81908 2.57279 0.48494 -0.2 -0.1 -0.1
N -1.35541 1.42643 0.26641 0.0 0.3 0.3
N -2.57058 1.17235 0.82809 0.0 0.1 0.0
C -3.18097 -0.03677 0.71802 -0.1 -0.1 0.0
N -4.31921 -0.12856 1.47762 0.1 0.1 -0.1
S -2.66710 -1.27508 -0.24525 0.0 0.1 0.0
C 0.46634 2.83199 -0.20737 0.1 0.0 -0.2
C 1.11038 4.05992 -0.16521 -0.1 0.1 0.1
C 2.25422 4.24153 -0.92828 0.1 0.0 0.0
C 2.69741 3.20948 -1.72986 -0.1 0.0 0.0
C 1.99421 2.01065 -1.70528 0.1 0.0 0.0
N 0.93160 1.82201 -0.94637 0.0 0.0 0.4
H -2.39693 3.97062 0.92536 0.0 -0.1 0.0
H -0.81083 4.45978 1.50723 0.0 0.0 0.0
H -1.65530 3.16049 2.33569 0.0 0.0 0.1
H -2.87976 1.79985 1.55407 0.0 0.0 0.0
H -4.32773 0.38961 2.34618 0.0 0.0 0.0
H -4.62377 -1.08411 1.58600 0.0 0.0 0.0
H 0.73435 4.86825 0.44404 0.1 0.0 0.0
H 2.78861 5.18233 -0.89438 0.0 0.0 0.0
H 3.57252 3.31240 -2.35506 0.0 0.0 0.0
H 2.32431 1.16957 -2.29980 0.0 0.0 0.1
C -5.43528 -2.94861 4.70019 0.1 0.0 0.0
C -4.15039 -2.29196 4.26660 0.0 0.0 0.0
C -3.73665 -1.08729 4.83299 0.0 0.0 0.0
C -2.55147 -0.48668 4.43721 0.0 -0.1 0.0
C -1.75819 -1.08789 3.46660 0.0 0.1 0.0
C -2.15107 -2.28853 2.90164 0.1 0.0 0.0
C -3.34030 -2.88183 3.30248 0.0 0.0 0.0
S -0.25450 -0.24762 2.96603 0.1 0.2 -0.2
O 0.70626 -0.57593 4.00123 -0.1 0.0 -0.1
O -0.65926 1.14675 2.90750 0.0 0.0 0.0
N 0.16086 -0.78323 1.54332 0.3 0.0 0.2
C 1.00205 -1.99025 1.64759 -0.1 0.0 -0.1
C 2.48952 -1.96519 1.24583 0.0 0.2 0.1
O 3.11217 -2.97272 1.49858 0.0 0.0 0.1
O 2.61197 0.47084 0.89853 0.0 0.0 0.0
H -6.15050 -2.21139 5.06544 0.0 0.0 0.0
H -5.25335 -3.66297 5.50639 0.0 0.0 0.0
H -5.89498 -3.49364 3.87559 0.0 0.0 0.0
H -4.35080 -0.61609 5.59282 0.0 0.0 0.0
H -2.22955 0.45215 4.86925 0.0 0.0 0.0
H -1.54924 -2.74493 2.12721 0.0 0.0 0.0
H -3.64797 -3.81557 2.84541 0.0 0.0 0.0
H 0.55913 -2.80240 1.06267 0.0 0.0 -0.1
H 1.04914 -2.35576 2.67459 0.0 0.0 0.0
O -0.39092 0.45476 -4.43883 0.0 0.0 0.0
C -0.19939 -0.02367 -3.32785 0.2 -0.1 0.0
O -0.84402 0.27295 -2.26094 -0.1 0.2 0.3
C 0.85908 -1.13307 -3.17456 -0.2 0.1 0.1
P 1.17673 -1.47231 -1.40040 0.8 -0.1 -0.1
C 1.04134 -3.31168 -1.40312 -0.4 0.1 0.0
C 2.16777 -4.12186 -1.36832 0.0 0.0 0.1
C 2.03336 -5.50293 -1.44591 0.0 0.0 0.0
C 0.77707 -6.08219 -1.54618 0.0 0.0 0.0
C -0.35606 -5.27757 -1.56215 0.0 0.0 0.0
C -0.22229 -3.89970 -1.48944 0.0 0.0 0.0
C 2.85577 -1.07905 -0.98195 -0.2 0.1 0.1
C 3.88120 -1.07330 -1.93973 0.1 -0.1 0.0
C 5.20583 -0.88486 -1.63932 -0.1 0.0 -0.1
C 5.55831 -0.76410 -0.26000 0.0 0.0 0.0
C 4.64155 -0.79765 0.72524 0.0 0.0 -0.1
C 3.16232 -0.81372 0.47691 0.0 -0.2 -0.3
H 1.75473 -0.90170 -3.74618 0.0 0.0 0.0
H 0.41630 -2.02682 -3.61847 0.1 0.0 0.0
H 3.14413 -3.66524 -1.25398 0.0 0.0 0.0
H 2.91807 -6.12695 -1.41775 0.0 0.0 0.0
H 0.67815 -7.15938 -1.60422 0.0 0.0 0.0
H -1.34027 -5.72568 -1.62713 0.0 0.0 0.0
H -1.10328 -3.26583 -1.49768 0.0 0.0 0.0
H 3.61132 -1.24208 -2.97866 0.0 0.0 0.0
H 5.96024 -0.88056 -2.41421 0.0 0.0 0.0
H 6.60722 -0.66803 0.00564 0.0 0.0 0.0
H 4.93981 -0.72247 1.76558 0.0 -0.1 0.0
H 2.41852 0.42804 1.84473 0.0 0.0 0.0
```
Positions in Å, forces in eV/Å.

---

No. 2
Molecular formula: C6H13NS
Method: DFT, the ωB97M-V functional and the def2-TZVPD basis

## Properties
Max |F| (hartree/bohr): 0.1379
Molecular weight (Da): 131.24
Spin multiplicity: 1
Energy above the lowest of the compared OMol25 structures with the same formula, charge and spin (kcal/mol): 117.10
E_HOMO (Ha): -0.311
Orbital gap (Eh): 0.33724

The geometry in XYZ format:
```
21
Properties=species:S:1:pos:R:3:forces:R:3
C -1.99546 -1.15050 -0.67230 -1.5 -3.1 1.2
C -1.91808 1.09270 -0.30488 0.0 3.3 -3.0
C -0.02229 -0.02495 0.46281 -1.5 -1.2 -1.3
C 1.02600 -1.19636 0.48064 -0.1 -0.1 1.4
C 2.06276 -0.07243 0.28932 4.3 0.6 5.6
C 1.09091 1.05163 0.09210 -2.1 0.1 2.0
H -2.41954 -1.25647 -1.77441 1.2 0.1 2.2
H -3.16645 -1.00705 0.00148 3.5 -0.6 -1.4
H -1.34371 -2.17790 -0.26951 -2.4 2.7 -1.4
H -2.37936 1.12475 0.69484 -0.5 -0.1 -0.3
H -2.58923 1.07856 -1.25205 0.2 0.4 2.1
H -1.33295 2.09518 -0.46294 -0.8 -1.7 0.5
H -0.58379 0.04271 1.42133 1.1 0.6 0.2
H 0.92198 -1.78044 -0.43377 -0.1 -0.6 0.4
H 1.09305 -1.82304 1.57414 -0.1 1.6 -3.5
H 2.59055 0.02515 1.42387 -1.4 -0.1 -2.8
H 4.38590 0.87013 -0.07925 -1.0 -0.9 -0.3
H 1.28525 1.48794 -0.90045 -1.3 -0.1 0.3
H 0.77953 1.77827 0.92858 2.1 -0.2 -1.3
N -1.11349 -0.03844 -0.51315 0.6 -0.8 -0.5
S 3.62841 -0.11944 -0.70641 -0.2 0.2 0.0
```
Positions in Å, forces in eV/Å.

---

No. 3
Molecular formula: C5H7F2N2
Method: DFT, the ωB97M-V functional and the def2-TZVPD basis

## Properties
Max |F| (hartree/bohr): 0.0704
Molecular weight (Da): 133.12
Spin multiplicity: 1
Energy above the lowest of the compared OMol25 structures with the same formula, charge and spin (kcal/mol): 50.50
E_HOMO (spin up / spin down) (Ha): -0.572 / -0.572
Charge: +1
Orbital gap (spin up / spin down) (Eh): 0.38549 / 0.38546

The geometry in XYZ format:
```
16
Properties=species:S:1:pos:R:3:forces:R:3
C -1.04047 -1.84839 0.30120 1.6 0.4 -0.1
C -2.09176 0.22388 0.43344 2.5 -1.3 -1.1
C -0.74344 0.91692 0.87091 -1.3 -1.2 -2.0
C 0.56032 0.45096 0.26254 -0.7 -2.9 2.1
C 1.16339 0.91189 -0.98359 1.6 1.8 1.7
N -2.10080 -1.01818 0.17296 -1.4 1.2 0.1
N 0.13950 -1.58547 -0.11688 -0.1 3.1 0.1
F -3.12409 0.98401 0.18334 0.6 -0.3 0.4
F 1.33413 0.08230 1.28795 0.6 0.6 -1.0
H -1.14494 -2.78014 0.77311 -1.0 -1.3 0.7
H -0.74819 1.90186 0.53985 -0.6 2.2 -0.3
H -0.72199 0.88157 1.91560 0.4 0.0 1.6
H 2.01105 0.28632 -1.20297 -0.3 -0.7 -1.0
H 1.72993 1.89996 -0.89469 -1.0 -0.8 0.7
H 0.34943 1.15381 -1.60596 -0.5 -0.4 -1.7
H 0.93944 -2.14404 0.17187 -0.4 -0.4 -0.1
```
Positions in Å, forces in eV/Å.

---

No. 4
Molecular formula: C10H13BF5INO2Si
Method: DFT, the ωB97M-V functional and the def2-TZVPD basis

## Properties
Max |F| (hartree/bohr): 0.1580
Molecular weight (Da): 440.01
Spin multiplicity: 1
E_HOMO (Ha): -0.091
Charge: -1
Orbital gap (Eh): 0.16635

The geometry in XYZ format:
```
34
Properties=species:S:1:pos:R:3:forces:R:3
C 1.65280 3.51001 -1.08592 -0.4 -0.4 2.2
O 0.58333 3.15969 -2.03690 1.6 -2.5 -0.1
B 0.49293 1.67861 -2.21668 1.1 2.2 -2.3
O 1.08343 1.00152 -3.39993 1.0 1.2 3.0
Si -0.42122 0.67956 -0.78638 0.4 -1.6 1.2
N 0.55546 1.04275 0.72359 -1.1 -0.6 -0.9
C -0.51128 -1.23120 -1.16061 0.5 -2.2 1.1
C 0.22491 -2.02743 0.10986 2.0 -2.0 1.9
C -0.37953 -1.92849 1.65831 2.8 -1.7 -0.2
C 0.31212 -2.66585 2.96450 1.8 -0.2 -5.1
C 1.69438 -3.54706 2.64845 -1.9 1.9 -2.7
C 2.32412 -3.67522 1.11790 -3.2 2.0 0.5
C 1.59284 -2.93750 -0.19089 -1.9 0.6 4.6
C -2.24175 1.28454 -0.59643 -1.1 2.4 0.8
F -3.27156 0.22798 -0.72999 4.2 4.4 5.4
F -2.48726 2.29631 -1.68551 0.4 -2.4 2.9
C -2.55568 2.07290 0.82137 -1.8 1.4 0.1
F -2.67665 1.14776 1.99154 0.6 3.1 -3.6
F -3.87747 2.77372 0.62186 4.2 -2.2 1.3
F -1.57932 3.13346 1.16111 -3.0 -3.3 -0.7
H 1.13582 3.54728 -0.01084 1.3 -0.1 -2.2
H 2.13048 4.56658 -1.24562 -0.9 -2.2 -0.4
H 2.45785 2.63466 -1.01222 -1.3 2.1 -0.3
H 2.05989 0.85210 -3.17136 -1.9 0.4 -0.7
H -0.01847 0.87828 1.57920 1.1 -0.1 -0.8
H 1.45069 0.50696 0.72376 -1.2 0.4 0.4
H 0.01396 -1.52957 -2.17814 -0.9 0.7 2.2
H -1.60228 -1.65127 -1.21487 1.8 1.0 0.0
H -1.34568 -1.25578 1.81828 2.2 -1.7 -0.4
H -0.15873 -2.56078 4.04241 1.2 -0.3 -2.6
H 2.21269 -4.05209 3.57081 -1.0 1.0 -2.2
H 3.30693 -4.31251 0.92766 -2.4 1.5 0.6
H 2.00113 -3.03546 -1.29988 -0.9 0.2 2.7
I -4.15890 -0.58445 -2.45842 -3.2 -3.2 -5.8
```
Positions in Å, forces in eV/Å.

---

No. 5
Molecular formula: C2H7OS2
Method: DFT, the ωB97M-V functional and the def2-TZVPD basis

## Properties
Max |F| (hartree/bohr): 0.1064
Molecular weight (Da): 111.21
Spin multiplicity: 1
Energy above the lowest of the compared OMol25 structures with the same formula, charge and spin (kcal/mol): 70.55
E_HOMO (Ha): -0.080
Charge: -1
Orbital gap (Eh): 0.20546

The geometry in XYZ format:
```
12
Properties=species:S:1:pos:R:3:forces:R:3
C 0.85564 2.72560 1.42910 4.3 1.2 -3.2
O 2.04817 2.83526 1.01996 -3.6 0.2 1.8
H 0.57039 1.71701 1.66283 -0.9 -0.4 0.6
H -0.95583 -0.04345 6.44703 3.9 0.4 -0.3
H 0.17327 3.61960 1.26939 0.3 -1.1 0.7
C -0.50644 -2.33615 -3.44895 0.8 0.9 0.9
S 0.62473 -0.97418 -2.70487 -0.3 -0.6 -0.7
S -0.50149 0.18553 -1.36103 0.0 -0.6 -0.5
H -0.80137 -2.32557 -4.47728 0.1 0.9 -1.0
H -1.37535 -2.12610 -2.87130 -0.9 -0.5 0.6
H -0.09690 -3.33285 -3.33040 0.1 -0.1 0.7
H -0.03483 0.05531 6.36553 -3.9 -0.4 0.3
```
Positions in Å, forces in eV/Å.

---

No. 6
Molecular formula: C27H18F6IrN4O5S4
Method: DFT, the ωB97M-V functional and the def2-TZVPD basis

## Properties
Max |F| (hartree/bohr): 0.0235
Molecular weight (Da): 912.94
Spin multiplicity: 1
Energy above the lowest of the compared OMol25 structures with the same formula, charge and spin (kcal/mol): 54.78
E_HOMO (spin up / spin down) (Ha): -0.153 / -0.153
Charge: -1
Orbital gap (spin up / spin down) (Eh): 0.22995 / 0.22990

The geometry in XYZ format:
```
65
Properties=species:S:1:pos:R:3:forces:R:3
Ir 0.27745 -0.31957 -0.26595 1.0 0.6 -0.2
C -3.19902 -2.08152 1.22831 0.0 -0.3 0.0
C -1.78918 -1.57895 1.32327 -0.2 0.0 0.5
N -0.98067 -1.70360 0.31672 -0.1 0.3 -0.4
N -1.38415 -2.69371 -0.59539 0.2 0.0 0.0
C -0.63070 -2.74289 -1.64342 -0.2 -0.2 0.0
S 0.66022 -1.67407 -1.97105 0.2 -0.4 0.1
S -1.05810 -4.01282 -2.81898 0.1 0.1 0.1
C -1.44313 -2.89624 -4.20869 -0.1 0.0 -0.1
C -2.63016 -2.02905 -3.90030 0.0 0.0 -0.1
C -3.91972 -2.55514 -3.95597 0.0 0.0 0.0
C -5.01527 -1.77632 -3.62176 0.0 0.0 0.0
C -4.83268 -0.45897 -3.21268 0.0 0.0 0.0
C -3.55283 0.06859 -3.14648 0.0 0.0 0.0
C -2.45679 -0.71176 -3.49495 0.0 0.1 0.1
C -1.38206 -0.88036 2.56586 0.0 0.1 -0.1
C -2.35963 -0.30814 3.38752 -0.2 0.2 0.0
C -2.05853 0.36263 4.55793 0.1 0.0 0.0
C -0.73787 0.46953 4.97467 -0.2 0.0 0.0
C 0.25045 -0.13818 4.22790 0.1 -0.1 -0.1
C -0.07452 -0.80955 3.06234 -0.2 -0.1 0.1
O 0.90554 -1.57372 2.43505 0.1 -0.2 0.0
H -3.41560 -2.37064 0.20642 0.0 0.0 0.0
H -3.87894 -1.27806 1.50524 0.0 0.0 0.0
H -3.38714 -2.93510 1.88465 0.0 0.0 0.0
H -1.63998 -3.56013 -5.05233 0.0 0.0 0.0
H -0.55908 -2.30279 -4.43183 0.0 0.0 0.0
H -4.05851 -3.59043 -4.24809 0.0 0.0 0.0
H -6.01182 -2.19859 -3.66883 0.0 0.0 0.0
H -5.68517 0.14781 -2.93355 0.0 0.0 0.0
H -3.39348 1.08109 -2.79899 0.0 0.0 0.0
H -1.45745 -0.30236 -3.41026 0.0 0.0 0.0
H -3.39616 -0.35169 3.08772 0.1 0.0 0.0
H -2.85789 0.80930 5.13394 0.0 0.0 0.0
H -0.48282 0.99361 5.88620 0.0 0.0 0.0
H 1.28698 -0.12386 4.53816 0.0 0.0 0.0
F -2.63731 3.54005 1.49597 0.0 0.0 0.0
C -1.79105 3.63906 0.46407 0.0 0.1 0.1
F -0.73281 4.33778 0.85956 0.0 0.0 0.0
F -2.40342 4.30797 -0.51489 0.0 0.0 0.0
S -1.33900 1.93638 -0.09858 0.4 -0.5 0.7
O -0.34387 1.56375 0.94177 -0.8 -0.1 -0.5
O -2.61531 1.29457 -0.16699 0.1 0.1 0.0
N -0.70551 2.13143 -1.52299 -0.5 0.8 -0.2
S 0.81976 2.46719 -1.64039 0.2 -0.7 0.5
O 1.20538 3.79153 -1.25781 0.3 -0.2 -0.1
O 1.62525 1.32682 -1.14962 -0.5 0.6 -0.2
C 0.95490 2.42839 -3.47171 0.1 -0.1 -0.1
F 0.24988 3.41978 -4.01302 0.0 0.0 0.0
F 0.53081 1.27446 -3.96858 0.0 0.0 0.0
F 2.23942 2.59288 -3.80050 0.0 0.0 0.0
N 9.46441 1.94408 1.47983 0.0 0.0 0.0
C 8.40916 1.50587 1.60687 -0.2 -0.1 0.0
C 7.08477 0.95599 1.76638 0.2 0.1 0.0
C 6.45443 1.01394 3.00744 0.0 0.0 0.0
C 5.18978 0.47990 3.16231 0.0 0.0 0.0
C 4.53327 -0.11791 2.08342 -0.1 0.0 0.0
C 5.17049 -0.16318 0.84152 0.0 0.0 -0.1
C 6.43610 0.36811 0.68381 0.0 0.0 -0.1
C 3.22004 -0.66654 2.23717 0.3 0.1 0.1
C 2.10047 -1.07822 2.34312 -0.2 0.0 -0.1
H 6.96169 1.47664 3.84335 0.0 0.0 0.0
H 4.69559 0.52130 4.12333 0.0 0.0 0.0
H 4.64600 -0.60538 0.00339 0.0 0.0 0.0
H 6.92509 0.33900 -0.28061 0.0 0.0 0.0
```
Positions in Å, forces in eV/Å.